This record from OMol25 describes a 2-piece molecular cluster, C4H4N2O overall. The level of theory is ωB97M-V/def2-TZVPD.

Geometry as XYZ:
```
11
Properties=species:S:1:pos:R:3:lowdin_charge:R:1
O 0.62 0.50 -2.66 0.08
C 0.67 0.31 -1.48 -0.45
C -0.68 0.07 -0.73 0.05
C -0.31 -0.11 0.50 -0.10
N 0.64 -0.16 1.29 0.13
C 1.81 0.06 0.56 -0.17
N 1.84 0.28 -0.71 0.15
H -1.60 0.09 -1.28 0.11
H 2.72 0.04 1.14 0.13
H -2.79 -0.86 1.50 0.03
H -2.92 -0.22 1.86 0.04
```

Properties
Structure (SMILES): O=C1C=C=NC=N1.[H][H]
HOMO: -9.6 eV
ΔE to the lowest compared entry with this formula, charge and spin: 88.7 kcal per mole

***

This record from OMol25 describes C15H27PS3V as an isolated structure in a non-equilibrium geometry. The level of theory is ωB97M-V/def2-TZVPD.

Geometry as XYZ:
```
47
Properties=species:S:1:pos:R:3:lowdin_charge:R:1
V 0.00 0.00 0.00 0.10
C -0.63 -3.06 0.73 -0.47
C 0.81 -2.94 1.23 -0.42
S 1.70 -1.56 0.45 0.97
C 2.46 -0.76 1.91 -0.46
C 1.47 -0.19 2.93 -0.37
S 0.23 0.89 2.16 0.99
C -1.30 0.25 2.92 -0.45
C -1.65 -1.20 2.58 -0.46
S -1.61 -1.52 0.79 0.81
H -0.62 -3.39 -0.32 0.02
H -1.16 -3.83 1.29 0.11
H 0.84 -2.86 2.32 0.08
H 1.35 -3.86 0.98 0.10
H 3.12 -1.49 2.40 0.11
H 3.10 0.04 1.54 0.02
H 1.00 -0.99 3.51 0.08
H 2.03 0.41 3.66 0.11
H -1.24 0.37 4.00 0.09
H -2.12 0.90 2.58 0.09
H -1.00 -1.89 3.12 0.07
H -2.67 -1.41 2.93 0.09
C -1.86 -2.96 -2.36 -0.22
P -0.97 -1.53 -1.62 0.65
C -1.79 -0.15 -2.51 -0.24
C 0.61 -1.62 -2.56 -0.31
H -1.85 -2.92 -3.45 0.07
H -2.90 -2.97 -2.02 0.06
H -1.39 -3.90 -2.05 0.05
H -1.79 -0.31 -3.59 0.06
H -1.28 0.79 -2.31 0.03
H -2.83 -0.05 -2.18 0.05
H 0.44 -1.67 -3.64 0.06
H 1.18 -2.50 -2.26 0.04
H 1.22 -0.74 -2.36 -0.01
C 3.26 3.64 0.58 -0.07
C 3.71 2.23 0.54 -0.05
C 2.81 1.24 0.38 -0.20
C 1.38 1.57 0.25 -0.43
C 0.96 2.85 0.28 -0.17
C 1.96 3.93 0.46 -0.07
H 3.99 4.43 0.71 0.10
H 4.77 2.00 0.64 0.11
H 3.13 0.21 0.35 0.03
H -0.09 3.09 0.19 0.10
H 1.62 4.96 0.49 0.10
H 0.73 0.33 -1.56 0.03
```

Properties
2S+1: 3
Net charge: +1
HOMO (alpha / beta): -10.5 / -10.5 eV

***

| no. | calculated total energy (Eh) |
| --- | --- |
| 1 | -339.4404 |
| 2 | -3067.2314 |